Here is a cluster of 8 separate species, C12H38ClO11 in total from the OMol25 dataset. Energies are from ωB97M-V/def2-TZVPD.

## Properties
Highest occupied orbital energy (alpha / beta): -0.3413 / -0.3413 Ha
Orbital gap (alpha / beta): 9.067 / 2.440 eV
Molecular weight: 393.88 g mol⁻¹
Net charge: 0
Spin multiplicity: 2

Positions of all 62 atoms, in Å:
Cl  -25.362  8.618  -2.479
O  -24.758  9.824  -2.922
O  -24.616  7.552  -3.022
O  -25.352  8.511  -1.044
O  -26.737  8.406  -2.830
O  -27.433  5.709  -1.063
H  -27.171  6.620  -1.191
H  -26.678  5.198  -1.355
O  -27.804  7.640  -5.343
H  -27.492  8.005  -4.515
H  -28.421  8.292  -5.674
O  -22.652  9.305  0.010
H  -23.334  8.947  0.579
H  -22.940  9.086  -0.876
C  -28.759  8.488  1.630
C  -28.197  9.695  0.818
C  -29.159  10.601  0.076
O  -27.329  10.517  1.592
H  -29.411  8.758  2.460
H  -28.067  7.744  2.025
H  -29.447  7.893  1.029
H  -27.591  9.312  -0.003
H  -28.845  10.977  -0.898
H  -29.294  11.480  0.706
H  -30.136  10.179  -0.161
H  -26.842  10.954  0.889
C  -22.249  6.108  -0.945
C  -22.974  4.828  -1.353
C  -24.158  4.302  -0.615
O  -23.296  5.012  -2.636
H  -22.318  6.276  0.130
H  -22.558  7.026  -1.445
H  -21.175  6.136  -1.128
H  -22.230  4.037  -1.257
H  -23.870  3.878  0.347
H  -24.637  3.526  -1.212
H  -24.794  5.141  -0.333
H  -23.589  5.923  -2.722
C  -27.205  13.770  -0.624
C  -26.520  12.805  -1.605
C  -25.455  13.504  -2.448
O  -25.842  11.740  -0.916
H  -27.955  13.323  0.029
H  -27.670  14.567  -1.205
H  -26.429  14.095  0.069
H  -27.292  12.389  -2.253
H  -25.302  12.706  -3.175
H  -24.570  13.965  -2.010
H  -25.951  14.378  -2.871
H  -25.446  11.184  -1.592
C  -22.138  6.865  -5.696
C  -22.712  8.140  -6.419
C  -22.214  9.478  -5.903
O  -22.271  8.017  -7.707
H  -21.097  7.045  -5.427
H  -22.325  5.971  -6.290
H  -22.554  6.735  -4.697
H  -23.771  7.973  -6.221
H  -22.407  9.571  -4.834
H  -22.711  10.269  -6.466
H  -21.171  9.673  -6.152
H  -22.517  8.814  -8.182

Forces on atoms 1 to 6 (eV/Å):
Cl -0.24 -2.31 0.36
O -0.53 1.70 -0.03
O 0.97 -1.04 -0.65
O 0.21 0.71 1.46
O -0.95 1.26 -0.69
O -0.44 -0.05 0.37

natural (NBO) atomic charge list, values in e, 8 entries: number 1, Cl, carries 2.590; number 2, O, carries -0.845; number 3, O, carries -0.868; number 4, O, carries -0.896; number 5, O, carries -0.886; number 6, O, carries -0.953; number 7, H, carries 0.472; number 8, H, carries 0.481

Here is a cluster of 6 separate species, C12H38N10O6 in total from the OMol25 dataset. Energies are from ωB97M-V/def2-TZVPD.

## Properties
Highest occupied orbital energy: -0.3029 Ha
SMILES string: COC[C@H](C)N.COC[C@H](C)N.NC(N)=O.NC(N)=O.NC(N)=O.NC(N)=O
Orbital gap: 8.740 eV
Molecular weight: 418.50 g mol⁻¹
Net charge: 0
ΔE to the lowest compared entry with this formula, charge and spin: 0.366 eV

Positions of all 66 atoms, in Å:
C  -2.180  -0.949  -1.784
O  -2.181  -0.428  -0.433
C  -3.504  -0.390  0.095
C  -3.742  0.748  1.083
C  -3.967  2.074  0.352
N  -2.675  0.943  2.063
H  -2.562  -0.177  -2.448
H  -2.683  -1.915  -1.824
H  -1.129  -1.158  -1.992
H  -4.267  -0.255  -0.675
H  -3.661  -1.357  0.589
H  -4.674  0.482  1.605
H  -3.186  2.180  -0.409
H  -3.937  2.944  1.005
H  -4.911  2.049  -0.194
H  -2.802  1.710  2.707
H  -2.481  0.117  2.614
C  2.317  0.284  1.973
O  1.822  -0.837  2.643
C  2.410  -2.073  2.284
C  1.608  -2.854  1.212
C  2.530  -3.897  0.577
N  1.083  -2.002  0.159
H  1.639  1.129  2.081
H  2.511  0.148  0.901
H  3.307  0.590  2.361
H  3.478  -1.933  2.080
H  2.361  -2.674  3.203
H  0.773  -3.332  1.724
H  1.957  -4.448  -0.167
H  2.956  -4.570  1.321
H  3.337  -3.366  0.068
H  1.789  -1.432  -0.298
H  0.419  -1.352  0.566
N  0.507  2.959  -3.614
C  -0.836  3.286  -3.687
N  -1.256  4.128  -2.686
O  -1.600  2.843  -4.526
H  0.743  2.299  -4.335
H  0.858  2.842  -2.674
H  -0.604  4.532  -2.038
H  -2.177  4.517  -2.760
N  0.387  0.880  -0.833
C  0.581  2.029  -0.140
N  -0.344  2.283  0.817
O  1.564  2.779  -0.296
H  -0.494  0.397  -0.772
H  1.213  0.438  -1.223
H  -0.283  3.108  1.383
H  -1.126  1.646  0.949
N  3.329  1.806  -2.256
C  3.516  0.461  -2.376
N  4.319  0.041  -3.397
O  2.866  -0.352  -1.709
H  4.007  2.390  -2.719
H  2.930  2.143  -1.376
H  4.505  -0.931  -3.550
H  4.858  0.726  -3.896
N  -0.929  -1.705  2.179
C  -1.281  -3.011  2.442
N  -1.041  -3.421  3.731
O  -1.768  -3.731  1.584
H  -0.560  -1.124  2.913
H  -1.332  -1.228  1.388
H  -0.941  -2.707  4.430
H  -1.371  -4.326  4.006

Forces on atoms 1 to 6 (eV/Å):
C 0.95 -0.03 0.89
O -0.71 0.23 -0.45
C 0.27 -0.27 0.75
C -0.57 0.83 0.61
C 0.33 -0.48 -0.69
N 0.73 -0.62 -0.18

natural (NBO) atomic charge list, values in e, 8 entries: number 1, C, carries -0.262; number 2, O, carries -0.597; number 3, C, carries -0.074; number 4, C, carries -0.063; number 5, C, carries -0.621; number 6, N, carries -0.868; number 7, H, carries 0.191; number 8, H, carries 0.194